(1)
Here is C12H19BO in the gas phase at a distorted geometry from OMol25. Energies are from ωB97M-V/def2-TZVPD.

As for the SMILES: CCCCB(O)CCc1ccccc1.

Each atom is followed by the atoms it is bonded to, with distances in Å.
Element x y z (Å)
1 O 0.830 -0.682 0.422  B2 1.404, H15 0.938
2 B -0.511 -0.272 0.357  O1 1.404, C10 1.557, C11 1.646
3 C 2.626 1.359 -3.422  C4 1.370, C5 1.407, H16 1.062
4 C 1.841 0.320 -3.847  C3 1.370, C6 1.365, H17 1.092
5 C 2.288 2.086 -2.265  C3 1.407, C7 1.374, H18 1.122
6 C 0.599 0.139 -3.310  C4 1.365, C8 1.350, H19 1.074
7 C 1.031 1.925 -1.732  C5 1.374, C8 1.436, H20 1.137
8 C 0.143 0.996 -2.372  C6 1.350, C7 1.436, C12 1.455
9 C -1.380 -1.999 4.088  C13 1.503, H21 1.108, H22 1.103, H23 1.090
10 C -1.387 -0.277 -0.930  B2 1.557, C12 1.519, H24 1.094, H25 1.104
11 C -1.023 0.360 1.787  B2 1.646, C14 1.525, H26 1.055, H27 1.085
12 C -1.227 0.888 -1.892  C8 1.455, C10 1.519, H28 1.078, H29 1.084
13 C -0.263 -1.690 3.131  C9 1.503, C14 1.538, H30 1.094, H31 1.079
14 C -0.064 -0.194 2.836  C11 1.525, C13 1.538, H32 1.092, H33 1.121
15 H 1.264 -0.864 -0.390  O1 0.938
16 H 3.574 1.570 -3.852  C3 1.062
17 H 2.161 -0.274 -4.705  C4 1.092
18 H 3.014 2.832 -1.847  C5 1.122
19 H -0.020 -0.634 -3.726  C6 1.074
20 H 0.654 2.406 -0.774  C7 1.137
21 H -1.523 -3.083 4.273  C9 1.108
22 H -1.210 -1.535 5.074  C9 1.103
23 H -2.281 -1.574 3.648  C9 1.090
24 H -1.220 -1.224 -1.452  C10 1.094
25 H -2.418 -0.392 -0.551  C10 1.104
26 H -1.103 1.406 1.681  C11 1.055
27 H -2.049 0.007 1.815  C11 1.085
28 H -1.533 1.843 -1.496  C12 1.078
29 H -1.944 0.585 -2.647  C12 1.084
30 H -0.384 -2.301 2.233  C13 1.094
31 H 0.633 -2.029 3.626  C13 1.079
32 H 0.944 -0.071 2.434  C14 1.092
33 H -0.062 0.372 3.804  C14 1.121

***

(2)
Here is C5H11NO in the gas phase from OMol25. Energies are from ωB97M-V/def2-TZVPD.

As for the SMILES: C[C@H]1CN1CCO.

Each atom is followed by the atoms it is bonded to, with distances in Å.
Element x y z (Å)
1 C -1.918 -0.802 0.593  C2 1.511, H8 1.098, H9 1.092, H10 1.094
2 C -0.547 -0.705 1.220  C1 1.511, C3 1.523, N4 1.397, H11 1.096
3 C 0.711 -1.425 0.754  C2 1.523, N4 1.407, H12 1.095, H13 1.097
4 N 0.430 -0.083 0.439  C2 1.397, C3 1.407, C5 1.430
5 C 0.875 1.220 0.053  N4 1.430, C6 1.528, H14 1.098, H15 1.098
6 C 0.702 1.344 -1.460  C5 1.528, O7 1.412, H16 1.104, H17 1.094
7 O 1.560 0.448 -2.135  C6 1.412, H18 0.967
8 H -2.382 0.191 0.662  C1 1.098
9 H -2.583 -1.514 1.085  C1 1.092
10 H -1.823 -1.053 -0.468  C1 1.094
11 H -0.554 -0.503 2.298  C2 1.096
12 H 0.653 -2.164 -0.053  C3 1.095
13 H 1.458 -1.670 1.519  C3 1.097
14 H 0.245 1.957 0.569  C5 1.098
15 H 1.920 1.413 0.332  C5 1.098
16 H -0.355 1.125 -1.690  C6 1.104
17 H 0.941 2.348 -1.820  C6 1.094
18 H 1.417 -0.415 -1.722  O7 0.967

***

no.,HOMO level (eV),Kohn-Sham gap (eV)
1,-9.08,9.8
2,-8.37,9.4